C8H7CoO2Se2Te2 | ωB97M-V with the def2-TZVPD basis set

Each line ends with the Löwdin charge.
Positions of all 22 atoms, in Å:
Co -1.940 0.396 -1.757  -0.060
C 2.337 -0.460 -1.585  -0.019
C 0.907 -0.359 -1.097  -0.365
O 0.049 -0.297 -1.985  -0.056
C 0.621 -0.341 0.326  -0.096
C 1.711 -0.450 1.225  -0.065
C 1.558 -0.505 2.582  -0.118
C 0.244 -0.450 3.097  -0.103
C -0.834 -0.340 2.274  -0.017
C -0.713 -0.266 0.843  -0.342
O -1.790 -0.131 0.173  -0.154
H 2.319 -0.409 -2.669  0.083
H 2.809 -1.392 -1.270  0.085
H 2.941 0.357 -1.187  0.085
H 2.713 -0.497 0.821  0.093
H 2.412 -0.586 3.241  0.086
H 0.085 -0.489 4.170  0.096
H -1.841 -0.285 2.668  0.110
Se -3.491 -0.561 -3.392  -0.167
Te -4.769 0.898 -1.804  0.124
Te -3.876 3.337 -2.557  0.032
Se -1.451 2.829 -2.118  -0.232

Calculated values
- 2S+1 = 4
- <S²> = 3.76
- relative energy (zero: lowest compared OMol25 entry of this formula, charge and spin) (kJ/mol) = 0.0
- Kohn-Sham gap (spin up / spin down) (Eh) = 0.2365 / 0.2358
- LUMO level (spin up / spin down) (eV) = 2.67 / 2.64
- energy (hartree) = -7181.3783
- HOMO (spin up / spin down) (eV) = -3.8 / -3.8
- charge = -1